Record 1
Below is C4H8N4 as an isolated structure in a non-equilibrium geometry, with properties calculated with wB97M-V/def2-TZVPD.

The geometry in XYZ format:
```
16
C4H8N4 wB97M-V/def2-TZVPD
C -0.132 0.128 2.073
C 0.182 0.831 -0.012
C 0.151 1.295 -2.322
C 0.433 -0.015 -2.798
H -0.369 -1.733 3.462
H -0.885 -3.077 2.463
H 0.953 0.219 2.772
H 1.259 -0.054 0.041
H -0.785 2.342 -0.881
H 0.106 2.044 -3.246
H 0.805 -0.518 -3.844
H -0.055 -1.085 -2.074
N -0.190 -2.146 2.445
N -0.697 -0.935 1.734
N -0.571 1.137 1.176
N -0.206 1.567 -0.987
```

## Properties
* orbital gap: 8.67 eV
* strongest force on any atom: 8.5 eV/A
* multiplicity: 1
* charge: 0
* E_tot: -10229.907 eV
* ΔE to the lowest compared entry with this formula, charge and spin: 804.2 kJ/mol


Record 2
Below is C27H24FGeN4O8STc as an isolated structure, with properties calculated with wB97M-V/def2-TZVPD.

The geometry in XYZ format:
```
67
C27H24FGeN4O8STc wB97M-V/def2-TZVPD
Tc 0.211 0.259 -0.566
O -1.030 2.656 -3.683
C -0.882 1.871 -2.665
O 0.144 1.815 -1.980
C -2.061 1.042 -2.303
C -3.313 1.184 -2.866
C -4.358 0.433 -2.342
C -4.114 -0.400 -1.262
C -2.825 -0.472 -0.752
N -1.803 0.210 -1.276
C -2.506 -1.335 0.449
O -2.439 -0.782 1.627
O -2.368 -2.552 0.315
H -0.240 3.206 -3.839
H -3.465 1.871 -3.687
H -5.352 0.510 -2.761
H -4.909 -0.982 -0.815
H -2.491 0.189 1.601
Ge -1.199 -3.915 1.301
C -0.193 -4.576 -0.159
C -0.892 -5.356 -1.086
C -0.218 -5.950 -2.141
C 1.156 -5.787 -2.261
C 1.858 -5.020 -1.338
C 1.189 -4.415 -0.289
C -0.366 -3.235 2.938
C 0.905 -2.601 3.000
C 1.563 -2.317 4.249
C 0.958 -2.631 5.432
C -0.306 -3.238 5.392
C -0.958 -3.538 4.134
H -2.437 -4.716 1.675
H -1.960 -5.512 -0.986
H -0.757 -6.559 -2.853
H 1.685 -6.276 -3.068
H 2.932 -4.914 -1.426
H 1.755 -3.826 0.421
H 1.395 -2.281 2.090
H 2.536 -1.843 4.223
H 1.437 -2.432 6.381
H -0.801 -3.513 6.316
H -1.926 -4.025 4.172
O 4.310 1.097 -0.134
S 3.471 0.810 0.986
O 3.653 -0.409 1.721
N 1.886 0.867 0.483
C 1.153 1.688 1.234
O -0.102 1.626 1.001
C 1.913 2.518 2.172
C 1.491 3.537 3.007
C 2.457 4.195 3.763
C 3.798 3.837 3.682
C 4.228 2.804 2.848
C 3.263 2.169 2.101
H 0.450 3.826 3.053
H 2.164 5.007 4.415
H 4.528 4.375 4.272
H 5.273 2.533 2.784
N 2.927 -0.333 -2.568
C 1.848 -1.079 -2.802
N 1.896 -2.014 -3.755
O 0.759 -0.939 -2.162
H 3.783 -0.479 -3.077
H 2.960 0.350 -1.827
H 2.702 -2.155 -4.339
H 1.066 -2.551 -3.938
F 0.049 -1.277 0.564
```

## Properties
* orbital gap (alpha / beta): 7.65 / 3.92 eV
* strongest force on any atom: 0.5 eV/A
* multiplicity: 4
* charge: +3
* E_tot: -122972.409 eV
* ΔE to the lowest compared entry with this formula, charge and spin: 0.0 kJ/mol


Record 3
Below is one molecule with the formula C4H4O3, with properties calculated with wB97M-V/def2-TZVPD.

The geometry in XYZ format:
```
11
C4H4O3 wB97M-V/def2-TZVPD
C -1.590 0.264 -0.439
C -0.373 -0.578 -0.398
O -0.123 -1.446 -1.197
C 0.582 -0.272 0.742
O 0.343 -0.426 1.915
C 1.927 0.247 0.334
O 2.199 0.490 -0.811
H -2.207 0.072 0.444
H -2.123 0.002 -1.353
H -1.257 1.317 -0.419
H 2.621 0.329 1.182
```

## Properties
* orbital gap: 8.71 eV
* strongest force on any atom: 0.9 eV/A
* multiplicity: 1
* charge: 0
* E_tot: -10353.849 eV
* ΔE to the lowest compared entry with this formula, charge and spin: 131.5 kJ/mol
* SMILES: CC(=O)C(=O)C=O


> What is the formula in the second record?

C27H24FGeN4O8STc


> Which value of ΔE to the lowest compared entry with this formula, charge and spin does entry 2 give?

0.0 kJ/mol


> charge of number 3 (C4H4O3)?

0